98
Properties=species:S:1:pos:R:3:forces:R:3 method="wB97M-V/def2-TZVPD" charge=+1 gap_ev=1.2 lumo_energy_ha=-0.32477
O 4.480 -1.580 0.598 -4.27 -4.38 -2.82
S 3.372 -2.644 0.242 1.14 1.29 6.76
O 2.425 -2.863 1.485 2.91 0.73 -5.60
O 4.067 -4.210 -0.054 -2.29 2.50 -1.75
C 2.393 -2.206 -1.305 -1.15 0.25 -2.16
C 1.629 -0.749 -1.225 -0.21 0.85 0.77
C 1.176 -0.192 -2.700 0.37 -0.27 0.10
C 0.434 -1.293 -3.662 -0.98 0.09 -1.06
C -1.209 -1.416 -3.379 0.57 -0.95 -1.30
C -1.927 -2.830 -3.907 -1.16 0.93 -0.88
O -2.901 -3.190 -2.831 3.48 1.39 0.45
B -2.271 -2.573 -1.618 -2.36 2.79 -1.88
P -1.173 -4.014 -0.911 0.20 -3.28 3.12
O -1.315 -4.135 0.820 0.94 -1.63 -3.03
Cl -1.906 -5.899 -1.664 0.67 1.89 0.91
C -3.422 -1.948 -0.623 -1.04 -0.81 2.76
F -2.852 -1.047 0.422 -1.64 -2.58 -2.62
F -4.089 -3.135 0.032 1.45 3.61 -1.23
C -4.610 -1.105 -1.375 -2.55 0.38 0.08
F -5.247 -0.158 -0.385 1.86 -3.42 -3.63
F -5.593 -2.120 -1.892 3.13 3.92 1.80
F -4.167 -0.273 -2.517 -3.41 -4.84 4.47
O -1.451 -1.373 -1.928 -0.04 -1.22 -2.53
H 3.533 -4.597 -0.834 1.16 0.59 1.63
H 3.051 -2.178 -2.294 -0.83 -0.21 2.45
H 1.578 -3.058 -1.492 1.70 1.72 0.78
H 2.348 0.075 -0.759 -1.10 -1.87 -0.85
H 0.671 -0.769 -0.534 1.97 -0.36 -1.49
H 0.412 0.713 -2.564 0.82 -1.94 -0.32
H 2.117 0.283 -3.250 -1.51 -1.28 1.38
H 0.507 -0.876 -4.778 -0.56 -2.61 2.90
H 0.928 -2.354 -3.679 -0.65 2.16 0.31
H -1.731 -0.580 -4.047 1.16 -1.55 2.26
H -1.178 -3.689 -4.236 -1.57 1.52 0.99
H -2.671 -2.565 -4.802 2.03 -0.69 1.65
H -0.962 -5.057 1.081 -0.80 1.91 -0.37
F -7.139 -4.029 -7.232 0.15 -0.04 -0.21
C -7.811 -3.797 -6.097 -0.58 0.19 0.95
C -7.266 -2.947 -5.141 0.01 -0.03 -0.04
C -7.968 -2.701 -3.961 -0.29 -0.27 -0.21
C -9.203 -3.317 -3.745 0.07 0.02 -0.03
C -9.739 -4.173 -4.708 0.36 0.22 0.02
C -9.042 -4.410 -5.893 0.04 -0.02 -0.06
H -6.302 -2.483 -5.322 -0.10 -0.03 -0.03
H -7.555 -2.031 -3.210 -0.09 -0.15 -0.21
H -9.748 -3.128 -2.822 0.10 -0.04 -0.19
H -10.698 -4.655 -4.536 0.18 0.09 -0.08
H -9.448 -5.065 -6.656 0.08 0.07 0.05
Li 0.802 2.283 -1.649 -0.32 -0.34 -0.61
Cl -2.798 1.114 -3.198 2.74 3.35 -0.93
K 1.102 0.892 -5.304 0.03 2.42 -1.60
Al 0.502 4.186 0.573 -0.69 1.31 0.48
N 7.352 0.330 4.759 -0.40 0.18 -0.98
C 6.459 -0.473 4.142 0.72 0.56 0.66
C 5.959 -0.237 2.872 -0.01 0.29 -0.12
C 6.397 0.894 2.192 -0.06 0.00 0.12
C 7.316 1.742 2.802 -0.28 -0.02 -0.18
C 7.761 1.420 4.074 -0.14 -0.81 0.70
H 6.145 -1.341 4.715 0.03 0.02 -0.06
H 5.244 -0.918 2.424 0.23 0.11 0.14
H 6.026 1.113 1.195 0.15 -0.07 0.04
H 7.677 2.632 2.298 -0.08 -0.17 0.15
H 8.481 2.048 4.590 -0.08 -0.02 -0.07
N 8.902 1.655 -0.598 0.47 0.00 -0.34
O 8.047 0.781 -0.816 0.21 0.39 0.09
O 8.766 2.430 0.364 0.09 -0.30 -0.59
O 9.891 1.756 -1.342 -0.83 -0.07 0.62
C -2.149 8.645 1.828 -0.12 -0.06 0.15
C -0.930 8.071 1.137 -0.07 0.87 0.28
O -1.269 6.858 0.482 0.18 -1.32 -0.48
H -2.547 7.933 2.559 0.12 0.12 -0.03
H -1.903 9.578 2.342 -0.06 -0.10 -0.10
H -2.949 8.840 1.106 0.14 0.11 0.04
H -0.142 7.857 1.865 -0.06 -0.11 -0.15
H -0.534 8.772 0.395 0.06 -0.01 0.14
H -1.964 7.060 -0.168 0.30 -0.23 0.17
C 2.757 -1.174 4.679 0.34 -0.79 -0.53
O 2.460 -0.025 5.444 -0.43 0.79 1.24
P 1.724 -0.228 6.861 0.71 -0.52 1.15
O 2.134 -1.439 7.637 -0.70 1.51 -1.32
O 0.156 -0.143 6.508 0.84 0.58 0.62
C -0.434 -1.228 5.828 -0.42 -0.63 -0.33
O 1.992 1.176 7.605 -0.20 -1.04 -1.98
C 1.644 1.249 8.971 -0.18 -0.01 1.10
H 3.537 -0.921 3.957 -0.17 0.12 0.19
H 3.120 -1.989 5.310 -0.09 0.07 -0.02
H 1.869 -1.498 4.132 0.06 -0.09 -0.01
H 0.084 -2.167 6.039 -0.06 0.06 0.02
H -0.416 -1.032 4.753 -0.02 -0.07 0.00
H -1.475 -1.322 6.149 0.19 0.08 0.01
H 2.503 0.950 9.577 -0.16 -0.03 -0.02
H 0.791 0.604 9.201 0.13 0.09 0.04
H 1.380 2.281 9.214 0.07 -0.14 -0.21
F 0.696 6.962 -4.605 -1.28 -1.75 -0.82
Al -0.399 5.865 -5.523 -0.56 1.49 -1.00
F -0.172 4.173 -4.948 0.24 0.85 -0.09
F -0.009 5.959 -7.279 -0.40 -0.45 2.53
F -2.109 6.365 -5.260 2.41 -0.90 -0.10